[1]
The following is a quantum chemistry calculation of a cluster of 6 separate species, C61H70IN8O17S2 in total in a non-equilibrium geometry, from OMol25.

Each line ends with the Mulliken charge.
Atoms and positions in Å:
C: -3.7414 1.2138 4.2463  -1.6773
C: -2.9873 1.9418 3.1432  0.6609
C: -3.7561 2.0891 1.8289  -0.5783
C: -4.5412 0.8748 1.3231  -0.8592
C: -3.7216 -0.0633 0.4254  -1.0808
C: -2.3344 -0.3756 0.9708  0.6368
C: -1.5904 -1.5004 0.2508  -0.3777
C: -1.4939 -1.3061 -1.2650  -1.2621
C: -0.0699 -0.9743 -1.7995  -0.8040
C: 0.7789 -0.2414 -0.8081  0.5752
C: 1.8108 -0.8731 -0.1008  0.3510
C: 2.1229 -2.3268 -0.4303  -2.1060
C: 1.4139 -3.4278 0.4079  -0.5196
C: 2.3132 -4.6674 0.4794  -0.9378
S: 1.7488 -5.8806 1.7014  -0.2040
C: 3.2331 -6.3699 2.5367  0.0276
S: 4.2339 -5.3608 3.2883  -0.1246
N: 3.5138 -7.7400 2.5205  0.2051
C: 2.7002 -8.7999 2.8616  -0.1546
C: 3.4597 -9.9117 2.7003  -0.5112
N: 4.7118 -9.5777 2.2381  -0.5860
C: 4.7231 -8.2793 2.1506  0.0047
C: 2.5579 -0.0986 0.8275  1.7198
C: 3.6438 -0.7436 1.6183  -0.3302
O: 3.4079 -1.7423 2.2306  -0.4981
O: 4.8397 -0.1765 1.5935  -0.3016
C: 5.6557 -0.4206 2.7583  -0.7322
C: 5.0889 0.1699 4.0435  0.2328
O: 5.1316 -0.7778 5.1177  -0.4349
C: 3.9221 -0.8606 5.7379  0.2022
O: 3.5477 -0.0619 6.5240  -0.4218
C: 2.2765 1.2554 0.9998  -0.0432
C: 3.0617 2.1399 1.9297  0.2269
C: 2.2052 3.0166 2.8999  -0.2945
C: 2.2030 4.5114 2.5246  -0.9152
I: 3.0567 2.9068 4.9105  0.0734
C: 1.2398 1.7966 0.2688  -0.2284
O: 0.8848 3.0807 0.4138  -0.4776
N: 0.5202 1.0705 -0.6012  0.7916
C: -0.5728 1.7995 -1.2899  -0.7722
O: -0.0613 2.8447 -2.0601  -0.3272
C: 0.6437 2.4231 -3.1776  0.8504
C: -0.0783 1.7030 -4.2682  -0.9362
O: 1.7972 2.6893 -3.2423  -0.5251
H: -3.8641 0.1733 3.9527  0.4919
H: -4.7447 1.6186 4.3455  0.2269
H: -3.2063 1.2073 5.1873  0.4058
H: -2.0508 1.4102 2.9846  -0.2224
H: -2.6912 2.9301 3.4780  0.4310
H: -4.4050 2.9542 1.8543  0.6809
H: -3.0109 2.3141 1.0585  -0.3692
H: -5.0406 0.3094 2.1008  0.4937
H: -5.3311 1.2619 0.6925  0.3866
H: -3.6059 0.4691 -0.5223  0.4260
H: -4.2769 -0.9671 0.1900  0.3164
H: -2.4526 -0.6538 2.0141  0.5675
H: -1.7209 0.5261 0.9362  -0.9205
H: -2.1473 -2.4173 0.4279  0.6050
H: -0.6294 -1.6430 0.7282  -0.1644
H: -2.1706 -0.5384 -1.6187  0.6827
H: -1.8137 -2.2154 -1.7587  0.5889
H: -0.2079 -0.3276 -2.6595  -0.7453
H: 0.4094 -1.8542 -2.1864  0.5914
H: 3.1828 -2.4966 -0.2995  0.9624
H: 1.9270 -2.5034 -1.4768  0.8802
H: 1.1756 -3.0797 1.4024  0.5263
H: 0.5095 -3.7018 -0.1259  0.5152
H: 3.3415 -4.4111 0.7071  0.4289
H: 2.3093 -5.1107 -0.5130  0.4433
H: 1.6842 -8.7107 3.1831  0.3727
H: 3.1762 -10.9254 2.8961  0.3929
H: 5.5615 -7.6974 1.8218  0.3848
H: 6.5907 0.0808 2.5462  0.3405
H: 5.9037 -1.4676 2.8749  0.4076
H: 4.0538 0.4777 3.9271  -0.0477
H: 5.6369 1.0655 4.3115  0.4193
H: 3.2822 -1.7048 5.4791  0.4305
H: 3.7933 1.6057 2.5062  -0.1306
H: 3.6229 2.8262 1.2996  -0.5667
H: 1.1917 2.6624 3.0199  0.5261
H: 1.2560 4.8069 2.0890  0.1380
H: 2.3596 5.1117 3.4088  0.4701
H: 3.0145 4.7585 1.8513  0.2492
H: 1.5022 3.6717 -0.0454  0.3253
H: -1.1855 1.1384 -1.8830  0.7743
H: -1.2101 2.2311 -0.5303  -0.2047
H: -0.9723 1.1820 -3.9545  0.2367
H: 0.6318 1.0312 -4.7207  0.2995
H: -0.3905 2.4502 -4.9910  0.4788
C: 0.0517 -1.3381 -10.2992  -0.5555
C: 0.3240 -0.2950 -9.4240  -0.5679
C: -0.1794 -0.3227 -8.1351  -0.0945
C: -0.9481 -1.4034 -7.7416  0.1548
C: -1.2361 -2.4479 -8.6014  -0.4516
C: -0.7304 -2.4093 -9.8897  -0.3939
N: -1.4652 -1.4502 -6.3695  0.9828
O: -1.2164 -0.5079 -5.6316  -0.5881
O: -2.1075 -2.4186 -6.0338  -0.6046
H: 0.4511 -1.3169 -11.3039  0.4014
H: 0.9313 0.5391 -9.7460  0.3914
H: 0.0296 0.4865 -7.4520  0.3706
H: -1.8422 -3.2809 -8.2774  0.5056
H: -0.9411 -3.2183 -10.5758  0.4239
C: 7.3668 4.0150 -3.6888  -0.4180
C: 7.6945 3.4942 -2.4435  -0.5833
C: 6.9063 3.7818 -1.3425  -0.2715
C: 5.7951 4.5884 -1.5118  0.1659
C: 5.4558 5.1213 -2.7421  -0.2918
C: 6.2518 4.8296 -3.8364  -0.5795
N: 4.9449 4.8796 -0.3532  1.1392
O: 5.2656 4.4127 0.7250  -0.6205
O: 3.9548 5.5631 -0.5269  -0.6252
H: 7.9831 3.7851 -4.5474  0.4013
H: 8.5644 2.8628 -2.3310  0.3861
H: 7.1575 3.3815 -0.3718  0.4820
H: 4.5869 5.7524 -2.8518  0.4601
H: 6.0012 5.2362 -4.8058  0.3878
C: -2.1350 -8.4656 -7.5112  -0.4283
C: -2.3828 -8.3523 -8.8724  -0.4481
C: -1.5406 -7.5960 -9.6709  -0.4204
C: -0.4572 -6.9658 -9.0881  0.1361
C: -0.1971 -7.0618 -7.7339  -0.2771
C: -1.0458 -7.8182 -6.9428  -0.4600
N: 0.4509 -6.1785 -9.9366  1.0528
O: 0.1840 -6.0897 -11.1175  -0.6054
O: 1.4100 -5.6565 -9.4057  -0.6020
H: -2.7916 -9.0616 -6.8916  0.3838
H: -3.2312 -8.8562 -9.3134  0.3816
H: -1.7282 -7.5050 -10.7302  0.4609
H: 0.6533 -6.5591 -7.2986  0.4544
H: -0.8555 -7.9063 -5.8824  0.3781
C: -9.6685 3.9757 5.9923  -0.4286
C: -9.9780 2.6396 5.7747  -0.4604
C: -9.3220 1.9276 4.7847  -0.3443
C: -8.3600 2.5707 4.0282  0.1133
C: -8.0421 3.9015 4.2258  -0.1896
C: -8.7046 4.6060 5.2168  -0.5677
N: -7.6448 1.8138 2.9918  0.9955
O: -7.9469 0.6498 2.8271  -0.6249
O: -6.7806 2.3916 2.3613  -0.5267
H: -10.1793 4.5273 6.7701  0.3906
H: -10.7294 2.1511 6.3788  0.3764
H: -9.5583 0.8886 4.6111  0.4616
H: -7.2893 4.3857 3.6225  0.4224
H: -8.4661 5.6464 5.3866  0.3872
C: 0.2901 6.0659 7.9251  -0.6378
C: 0.2564 5.0590 6.9684  -0.2494
C: -0.9567 4.6315 6.4553  -0.2426
C: -2.1200 5.2268 6.9098  0.0645
C: -2.1057 6.2251 7.8650  -0.5330
C: -0.8884 6.6447 8.3748  -0.3764
N: -3.4108 4.7937 6.3540  1.1544
O: -3.3979 3.9005 5.5292  -0.6692
O: -4.4121 5.3529 6.7461  -0.6270
H: 1.2396 6.4009 8.3209  0.4035
H: 1.1794 4.6114 6.6229  0.2545
H: -0.9902 3.8481 5.7126  0.5352
H: -3.0256 6.6732 8.2089  0.4627
H: -0.8594 7.4258 9.1213  0.3794

Properties
electronic energy: -140870.9292 eV
HOMO-LUMO gap: 6.7088 eV
net charge: +1



[2]
The following is a quantum chemistry calculation of a cluster of 3 separate species, C39H75BN3O2 in total in a non-equilibrium geometry, from OMol25.

Each line ends with the Mulliken charge.
Atoms and positions in Å:
C: -5.7357 -7.0024 -4.4415  -1.0656
C: -5.8766 -7.4544 -5.8956  -0.4389
C: -4.7502 -6.9262 -6.7994  -0.4360
C: -4.1923 -7.9377 -7.8012  -0.9852
C: -3.5462 -9.1715 -7.1889  -0.6843
C: -2.1608 -8.8941 -6.5677  -0.8616
C: -2.1690 -8.9418 -5.0408  -0.1272
C: -1.0063 -8.1949 -4.3670  -0.9240
C: -1.4787 -7.0967 -3.4109  -0.3614
C: -0.3617 -6.5955 -2.4898  -0.8982
C: -0.6055 -5.1780 -1.9319  -0.5961
C: -0.8305 -5.1312 -0.4046  -0.9892
C: 0.4270 -4.6674 0.3463  -0.7853
C: 0.6632 -3.1525 0.2495  -0.3911
C: 1.1606 -2.5285 1.5576  -0.7484
C: 1.7401 -1.1230 1.4047  -0.8837
B: 1.8371 -0.3820 2.8714  0.4462
C: 2.4851 1.0942 2.8149  0.0642
C: 3.6277 1.4059 2.0486  -0.3805
C: 4.1966 2.6724 2.0563  -0.5432
N: 3.7156 3.6950 2.7709  -0.6093
C: 2.6266 3.4237 3.4853  -0.2863
C: 1.9873 2.1900 3.5471  -0.3567
H: -5.9850 -5.9475 -4.3461  0.3640
H: -4.7164 -7.1273 -4.0833  0.1092
H: -6.4040 -7.5628 -3.7917  0.3126
H: -5.9428 -8.5392 -5.9428  0.3008
H: -6.8319 -7.0790 -6.2608  0.4348
H: -3.9479 -6.5194 -6.1826  0.1399
H: -5.1464 -6.0889 -7.3736  0.4080
H: -5.0064 -8.2413 -8.4637  0.3636
H: -3.4643 -7.4246 -8.4308  0.3831
H: -4.1823 -9.5833 -6.4058  0.3195
H: -3.4582 -9.9528 -7.9418  0.4386
H: -1.7757 -7.9326 -6.9070  0.4650
H: -1.4669 -9.6461 -6.9458  0.3380
H: -3.1037 -8.4845 -4.7088  -0.0883
H: -2.2192 -9.9777 -4.7097  0.3926
H: -0.4220 -8.9024 -3.7753  0.2787
H: -0.3321 -7.7761 -5.1121  0.4615
H: -1.8744 -6.2659 -3.9974  0.2874
H: -2.2966 -7.5084 -2.8187  0.2329
H: -0.2930 -7.2862 -1.6501  0.4204
H: 0.5769 -6.6549 -3.0398  0.3801
H: 0.2208 -4.5192 -2.1880  0.3134
H: -1.4894 -4.7746 -2.4253  0.4234
H: -1.1265 -6.1207 -0.0579  0.4335
H: -1.6357 -4.4272 -0.2034  0.4411
H: 1.2731 -5.1882 -0.1050  0.2776
H: 0.3473 -4.9713 1.3894  0.4729
H: 1.4159 -2.9524 -0.5157  0.2996
H: -0.2540 -2.6498 -0.0591  0.2938
H: 1.9105 -3.1897 1.9978  0.3121
H: 0.3260 -2.5035 2.2631  0.2956
H: 1.0950 -0.5487 0.7316  0.2095
H: 2.7296 -1.2445 0.9535  0.2327
H: 2.5789 -1.0677 3.5885  -0.1743
H: 0.7318 -0.3574 3.4070  -0.2659
H: 4.0779 0.6351 1.4350  0.3210
H: 5.0797 2.8646 1.4600  0.4850
H: 2.2239 4.2495 4.0643  0.3572
H: 1.1043 2.0590 4.1578  0.4230
C: -0.6391 5.0082 6.4326  -1.7303
C: -1.7478 4.3236 5.6127  1.7418
C: -3.0728 5.0650 5.7918  -1.3997
C: -3.6799 4.8644 7.1812  -0.4313
C: -3.8355 3.3766 7.4968  -1.2267
C: -2.5444 2.5737 7.3193  1.5574
N: -1.9256 2.8921 5.9981  0.7385
O: -2.4689 2.2152 5.0500  -0.6236
C: -1.5668 2.8476 8.4766  -1.7252
C: -2.8579 1.0825 7.3602  -1.9171
C: -1.2886 4.3800 4.1620  -1.7368
H: -0.4072 5.9726 5.9806  0.4669
H: -0.9091 5.2125 7.4651  0.3027
H: 0.2712 4.4075 6.4263  0.3022
H: -3.7843 4.7095 5.0396  0.3501
H: -2.9106 6.1274 5.5963  0.3682
H: -3.0655 5.3540 7.9417  0.2872
H: -4.6580 5.3491 7.2250  0.3976
H: -4.1921 3.2426 8.5211  0.3577
H: -4.6041 2.9586 6.8389  0.3808
H: -0.5845 2.4308 8.2526  0.3617
H: -1.9349 2.3681 9.3842  0.4834
H: -1.4477 3.9014 8.7139  0.2827
H: -3.6113 0.8021 6.6281  0.3755
H: -3.2373 0.8284 8.3508  0.4436
H: -1.9624 0.4903 7.1703  0.4489
H: -0.3675 3.8136 4.0266  0.2780
H: -1.0918 5.4150 3.8796  0.4390
H: -2.0300 3.9860 3.4704  0.3990
C: 5.9003 7.4378 -2.5898  -1.7152
C: 4.7368 6.7471 -3.3227  1.6458
C: 3.4501 7.5575 -3.1599  -1.3069
C: 2.8787 7.4822 -1.7441  -0.4510
C: 2.6699 6.0297 -1.3168  -1.3744
C: 3.9189 5.1604 -1.4667  1.7881
N: 4.5147 5.3546 -2.8296  0.4236
O: 3.9335 4.6312 -3.7203  -0.6141
C: 4.9347 5.4841 -0.3557  -1.5802
C: 3.5442 3.6961 -1.2881  -1.7936
C: 5.1355 6.6840 -4.7927  -1.8537
H: 6.1557 8.3594 -3.1145  0.4550
H: 5.6732 7.7210 -1.5673  0.2888
H: 6.7841 6.7988 -2.5796  0.3681
H: 2.7012 7.1800 -3.8636  0.3719
H: 3.6502 8.5956 -3.4375  0.3890
H: 3.5361 7.9972 -1.0384  0.3078
H: 1.9244 8.0121 -1.7095  0.4039
H: 2.3430 5.9846 -0.2764  0.4036
H: 1.8634 5.5986 -1.9188  0.4213
H: 5.8945 5.0084 -0.5643  0.3992
H: 4.5683 5.0976 0.5958  0.3345
H: 5.1029 6.5480 -0.2060  0.1589
H: 2.7516 3.3809 -1.9638  0.3719
H: 3.1895 3.5465 -0.2697  0.4183
H: 4.4049 3.0443 -1.4435  0.4769
H: 6.0214 6.0614 -4.9262  0.4455
H: 5.3679 7.6901 -5.1436  0.4140
H: 4.3410 6.2825 -5.4173  0.3796

Properties
electronic energy: -50899.6772 eV
spin multiplicity: 3
<S²>: 2.01
HOMO-LUMO gap: 7.2266 eV
net charge: -1